Record 1
The following is a quantum chemistry calculation of an isolated ion of composition C2H7N4S and charge +1 at a distorted geometry, from the OMol25 dataset.

Structure (XYZ):
```
14
C2H7N4S | the OMol25 dataset | wB97M-V/def2-TZVPD
C -1.32989 0.42570 0.13665
C 0.80268 -0.49186 0.75397
N 1.25821 0.85968 0.47775
N -0.58786 -0.66461 0.30111
N -2.60191 0.36329 -0.10160
N 2.17348 1.21366 -0.40087
S -0.51350 1.93768 0.10448
H 1.36144 -1.19042 0.17100
H 0.89847 -0.69253 1.92285
H -0.74746 -1.59074 -0.01392
H -2.97260 -0.49030 0.26377
H -2.99081 1.26359 0.01060
H 2.14301 0.95281 -1.45179
H 2.61549 2.11590 -0.30990
```

Properties
Charge: +1
Molecular weight in g/mol: 119.2
Kohn-Sham gap in eV: 8.56
Electronic energy in eV: -18974.230
Energy above the lowest of the compared OMol25 structures with the same formula, charge and spin in kcal/mol: 35.1
LUMO in hartree: -0.1745

Record 2
The following is a quantum chemistry calculation of an isolated ion of composition C2H7N4S and charge +1 at a distorted geometry, from the OMol25 dataset.

Structure (XYZ):
```
14
C2H7N4S | the OMol25 dataset | wB97M-V/def2-TZVPD
C 0.29398 -1.42441 -0.11016
C 0.40362 0.05101 -0.86836
N -0.45175 -1.60283 0.84348
N -0.71507 0.62156 -0.44230
N 1.60790 0.54029 -0.42538
N -1.31706 -0.83279 1.31405
S -1.96759 1.01564 -1.46347
H 0.89114 -2.09795 -0.64816
H 0.35151 -0.33980 -1.90692
H 2.46737 -0.09526 -0.74012
H 1.64324 1.32516 0.25005
H -1.68179 -1.19777 2.20751
H -1.58990 0.06148 0.86437
H -2.77098 1.47858 -0.57333
```

Properties
Charge: +1
Molecular weight in g/mol: 119.2
Kohn-Sham gap (alpha / beta) in eV: 7.19 / 6.61
Electronic energy in eV: -18970.768
Energy above the lowest of the compared OMol25 structures with the same formula, charge and spin in kcal/mol: 114.9
LUMO (alpha / beta) in hartree: -0.2315 / -0.2484

Record 3
The following is a quantum chemistry calculation of a 2-piece molecular cluster, C2H7N4S overall at a distorted geometry, from the OMol25 dataset.

Structure (XYZ):
```
14
C2H7N4S | the OMol25 dataset | wB97M-V/def2-TZVPD
C -0.97511 -0.94817 -0.50806
C -0.56099 0.30747 0.13586
N -1.36769 -1.79208 0.58212
N -0.51868 0.08681 1.44233
N -0.41758 1.42025 -0.53845
N -1.04522 -1.06925 1.57745
S 2.59764 0.11165 -0.74220
H -0.21031 -1.14406 -1.14248
H -1.82059 -0.82279 -1.20072
H 0.17366 2.18645 -0.18539
H -0.32998 1.48448 -1.58181
H 3.34882 -0.02953 0.35692
H -1.41548 -1.32749 2.50725
H 2.54150 1.53626 -0.70281
```

Properties
Charge: +1
Molecular weight in g/mol: 119.2
Kohn-Sham gap in eV: 8.06
Electronic energy in eV: -18973.803
Energy above the lowest of the compared OMol25 structures with the same formula, charge and spin in kcal/mol: 44.9
LUMO in hartree: -0.2030

Record 4
The following is a quantum chemistry calculation of a 2-piece molecular cluster, C2H7N4S overall at a distorted geometry, from the OMol25 dataset.

Structure (XYZ):
```
14
C2H7N4S | the OMol25 dataset | wB97M-V/def2-TZVPD
C 0.98644 -0.91504 -0.10118
C 2.49524 1.36570 -0.05358
N -3.93726 0.56197 -0.40380
N -3.01024 0.25553 0.24421
N -1.99481 0.01742 0.67007
N -0.00835 -1.73892 0.04854
S 0.85691 0.70262 0.34807
H 3.27524 0.66991 0.23573
H 2.59806 2.28512 0.51746
H 2.54676 1.59506 -1.11347
H -4.90154 0.53889 -0.12642
H 1.92847 -1.27625 -0.49844
H 0.06232 -2.72147 -0.17395
H -0.89725 -1.34054 0.40675
```

Properties
Charge: +1
Molecular weight in g/mol: 119.2
Kohn-Sham gap in eV: 9.81
Electronic energy in eV: -18974.380
Energy above the lowest of the compared OMol25 structures with the same formula, charge and spin in kcal/mol: 31.6
LUMO in hartree: -0.1570

Q: Which value of electronic energy does entry 4 give?
A: -18974.380 eV

Q: Look up the charge of the fourth one.
A: +1

Please write out number 4 again, unchanged.
The following is a quantum chemistry calculation of a 2-piece molecular cluster, C2H7N4S overall at a distorted geometry, from the OMol25 dataset.

Structure (XYZ):
```
14
C2H7N4S | the OMol25 dataset | wB97M-V/def2-TZVPD
C 0.98644 -0.91504 -0.10118
C 2.49524 1.36570 -0.05358
N -3.93726 0.56197 -0.40380
N -3.01024 0.25553 0.24421
N -1.99481 0.01742 0.67007
N -0.00835 -1.73892 0.04854
S 0.85691 0.70262 0.34807
H 3.27524 0.66991 0.23573
H 2.59806 2.28512 0.51746
H 2.54676 1.59506 -1.11347
H -4.90154 0.53889 -0.12642
H 1.92847 -1.27625 -0.49844
H 0.06232 -2.72147 -0.17395
H -0.89725 -1.34054 0.40675
```

Properties
Charge: +1
Molecular weight in g/mol: 119.2
Kohn-Sham gap in eV: 9.81
Electronic energy in eV: -18974.380
Energy above the lowest of the compared OMol25 structures with the same formula, charge and spin in kcal/mol: 31.6
LUMO in hartree: -0.1570